[1]
DFT (the ωB97M-V functional and the def2-TZVPD basis) results for a 3-piece molecular cluster, C36H44ClIN4O2S overall.

XYZ file:
```
89
C36H44ClIN4O2S | the Open Molecules 2025 dataset | the ωB97M-V functional and the def2-TZVPD basis
C -1.911 -3.365 4.436
C -3.491 -3.098 4.792
C -3.938 -1.499 4.698
I -5.022 -1.105 6.609
C -4.919 -1.214 3.381
C -6.242 -2.210 3.150
C -7.269 -2.059 1.876
C -8.571 -3.025 1.567
O -9.732 -2.179 1.245
C -10.117 -2.270 -0.172
C -6.954 -0.870 0.790
C -5.656 0.107 1.000
C -4.587 0.004 2.283
N -3.420 0.957 2.408
C -2.595 1.054 1.145
C -3.309 1.320 -0.344
C -2.486 1.414 -1.762
C -0.855 1.262 -1.698
C 0.044 1.377 -3.108
C 0.255 2.866 -3.653
C 1.156 3.116 -4.987
C 1.721 1.699 -5.558
C 1.313 0.332 -4.825
N 0.495 0.053 -3.612
C -0.087 0.988 -0.241
C 1.543 0.806 -0.304
C 2.397 2.208 -0.292
C 3.461 2.108 0.968
C 1.397 3.492 -0.092
C -0.930 0.905 1.201
C -0.090 0.682 2.592
C 0.280 -0.877 2.938
O 0.456 -1.177 4.254
Cl 0.507 -2.250 1.700
S -5.213 1.467 -0.267
H -1.157 -3.027 5.287
H -1.691 -2.881 3.392
H -1.794 -4.538 4.298
H -3.671 -3.462 5.894
H -4.125 -3.787 4.080
H -2.986 -0.820 4.724
H -6.424 -3.054 3.953
H -8.725 -3.690 2.526
H -8.258 -3.728 0.654
H -10.595 -1.232 -0.518
H -10.967 -3.076 -0.386
H -9.215 -2.490 -0.908
H -7.623 -0.660 -0.174
H -2.809 0.757 3.230
H -3.126 1.574 -2.744
H -0.234 3.782 -3.098
H 1.352 4.190 -5.410
H 2.422 1.683 -6.506
H 1.742 -0.660 -5.338
H 1.835 0.124 0.631
H 1.765 0.118 -1.254
H 2.964 2.284 -1.340
H 2.990 2.616 1.911
H 4.450 2.667 0.602
H 3.729 1.002 1.278
H 0.815 3.364 0.917
H 0.594 3.606 -0.954
H 2.094 4.460 -0.072
H 0.900 1.344 2.511
H -0.682 1.147 3.516
C 7.479 2.172 -0.578
C 8.192 2.994 -1.648
C 7.536 4.355 -1.888
C 6.103 4.160 -2.355
N 4.914 3.998 -2.742
H 6.451 1.936 -0.868
H 7.998 1.222 -0.421
H 7.454 2.710 0.377
H 8.209 2.420 -2.583
H 9.233 3.146 -1.344
H 8.091 4.910 -2.652
H 7.538 4.950 -0.968
C 3.272 -4.107 -1.577
C 3.966 -3.517 -2.800
C 5.142 -2.608 -2.436
C 4.647 -1.441 -1.598
N 4.237 -0.472 -0.902
H 2.832 -3.327 -0.947
H 2.458 -4.771 -1.885
H 3.975 -4.687 -0.968
H 3.231 -2.957 -3.390
H 4.329 -4.336 -3.431
H 5.614 -2.222 -3.346
H 5.898 -3.163 -1.871
```

Output
HOMO level = -7.44 eV
Max |F| = 10.1 eV/Å
Gap between HOMO and LUMO = 7.19 eV
SMILES = CC[C@H](I)c1cc(COC)cc2c1Nc1c(cc(-c3ccccn3)c(CC(C)C)c1CC(=O)Cl)S2.CCCC#N.CCCC#N
Net charge = 0
LUMO = -0.25 eV
Energy = -79530.4592 eV

Atomic partial charges in e from the Löwdin method, atoms 1 to 6: -0.14, -0.32, -0.65, 0.70, -0.12, 0.01

[2]
DFT (the ωB97M-V functional and the def2-TZVPD basis) results for C36H44N5P2S2V as an isolated structure.

XYZ file:
```
90
C36H44N5P2S2V | the Open Molecules 2025 dataset | the ωB97M-V functional and the def2-TZVPD basis
V -0.580 1.243 1.710
N -1.992 -0.376 2.233
C -2.426 -0.098 3.609
C -1.220 0.154 4.498
N -0.300 1.156 3.918
C -0.466 2.508 4.491
C -0.318 3.624 3.439
N 0.417 3.196 2.233
C 1.107 0.714 4.118
C 1.496 -0.379 3.143
N 1.220 0.095 1.785
H -2.796 -0.585 1.645
H -1.425 -1.227 2.158
H -3.020 -0.909 4.042
H -3.069 0.789 3.580
H -0.674 -0.783 4.617
H -1.552 0.450 5.499
H 0.254 2.649 5.303
H -1.456 2.593 4.943
H 0.117 4.515 3.898
H -1.308 3.918 3.085
H 1.414 3.125 2.421
H 0.324 3.915 1.520
H 1.260 0.394 5.157
H 1.758 1.576 3.962
H 0.928 -1.299 3.305
H 2.545 -0.656 3.277
H 1.092 -0.727 1.180
H 2.041 0.552 1.391
N -2.445 2.507 1.381
C -2.252 3.557 0.403
C -2.880 4.786 0.538
C -2.699 5.762 -0.432
C -1.922 5.500 -1.550
C -1.302 4.267 -1.685
C -1.425 3.297 -0.694
P -0.620 1.660 -0.724
C 1.116 1.929 -1.183
C 1.781 3.142 -1.015
C 3.156 3.213 -1.199
C 3.874 2.077 -1.544
C 3.215 0.866 -1.716
C 1.845 0.789 -1.535
C -1.388 0.825 -2.134
C -0.880 0.912 -3.425
C -1.562 0.319 -4.477
C -2.744 -0.365 -4.246
C -3.251 -0.462 -2.956
C -2.573 0.130 -1.906
H -3.010 2.882 2.139
H -2.980 1.752 0.956
H -3.530 4.975 1.384
H -3.186 6.721 -0.323
H -1.805 6.252 -2.317
H -0.701 4.054 -2.560
H 1.232 4.037 -0.753
H 3.666 4.160 -1.078
H 4.944 2.136 -1.683
H 3.762 -0.028 -1.983
H 1.337 -0.162 -1.662
H 0.048 1.437 -3.615
H -1.163 0.390 -5.479
H -3.268 -0.834 -5.068
H -4.167 -1.006 -2.771
H -2.948 0.021 -0.894
S 2.631 -2.907 1.076
P 1.156 -3.239 -0.204
S -0.503 -2.119 0.000
C 1.761 -2.988 -1.917
C 0.866 -2.763 -2.957
C 1.327 -2.646 -4.258
C 2.686 -2.735 -4.527
C 3.583 -2.945 -3.491
C 3.122 -3.076 -2.190
C 0.657 -4.999 -0.206
C 1.589 -5.984 0.105
C 1.242 -7.322 0.006
C -0.034 -7.684 -0.401
C -0.968 -6.704 -0.706
C -0.623 -5.364 -0.610
H -0.193 -2.675 -2.744
H 0.623 -2.485 -5.064
H 3.044 -2.644 -5.544
H 4.643 -3.020 -3.694
H 3.816 -3.245 -1.376
H 2.579 -5.697 0.437
H 1.969 -8.084 0.251
H -0.301 -8.729 -0.480
H -1.966 -6.982 -1.017
H -1.347 -4.594 -0.840
```

Output
2S+1 = 2
HOMO level (spin up / spin down) = -9.53 / -9.51 eV
Max |F| = 0.7 eV/Å
Gap between HOMO and LUMO (spin up / spin down) = 7.01 / 6.99 eV
Net charge = +1
LUMO (spin up / spin down) = -2.52 / -2.52 eV
Energy = -111430.9683 eV
Energy above the lowest of the compared OMol25 structures with the same formula, charge and spin = 0.832 eV

Atomic partial charges in e from the Löwdin method, atoms 1 to 6: 0.58, -0.06, -0.21, -0.16, -0.24, -0.15

[3]
DFT (the ωB97M-V functional and the def2-TZVPD basis) results for C36H45AsN4ORuS2 as an isolated structure.

XYZ file:
```
90
C36H45AsN4ORuS2 | the Open Molecules 2025 dataset | the ωB97M-V functional and the def2-TZVPD basis
Ru 1.091 -0.526 -0.963
S -0.508 -4.026 1.515
C -1.813 -3.570 0.503
C -1.529 -2.478 -0.269
C -0.220 -1.960 -0.043
C 0.440 -2.723 0.894
C 1.808 -2.426 1.252
C 2.521 -3.033 2.281
C 3.799 -2.595 2.562
C 4.344 -1.552 1.817
C 3.595 -1.005 0.798
N 2.363 -1.441 0.500
H -2.730 -4.136 0.533
H -2.228 -2.063 -0.981
H 2.061 -3.820 2.861
H 4.365 -3.050 3.363
H 5.331 -1.167 2.020
H 3.971 -0.195 0.188
C 4.830 -0.854 -3.172
C 4.741 0.296 -3.955
C 3.659 1.144 -3.854
C 2.600 0.861 -2.973
C 2.716 -0.292 -2.160
C 3.818 -1.129 -2.261
C 1.396 1.639 -2.860
C 1.164 2.866 -3.492
C -0.016 3.534 -3.324
C -1.067 2.930 -2.556
C -2.332 3.508 -2.429
C -3.354 2.864 -1.749
C -3.114 1.614 -1.190
C -1.861 1.031 -1.280
C -0.818 1.677 -1.945
N 0.425 1.095 -2.026
H 5.681 -1.516 -3.264
H 5.534 0.530 -4.653
H 3.621 2.027 -4.477
H 3.906 -2.007 -1.630
H 1.943 3.291 -4.108
H -0.190 4.490 -3.799
H -2.511 4.467 -2.899
H -4.333 3.317 -1.680
H -3.918 1.081 -0.698
H -1.681 0.057 -0.845
C 1.757 -2.822 -4.872
As 0.502 -3.011 -3.435
C 1.228 -4.240 -2.144
C -1.100 -3.810 -4.117
O 0.159 -1.505 -2.800
H 1.955 -3.786 -5.337
H 2.677 -2.396 -4.473
H 1.329 -2.135 -5.601
H 1.731 -5.058 -2.658
H 0.419 -4.628 -1.526
H 1.943 -3.714 -1.514
H -0.875 -4.781 -4.557
H -1.529 -3.152 -4.871
H -1.803 -3.928 -3.294
C -2.018 -1.830 4.138
C -3.403 -1.192 4.152
C -3.464 0.204 3.535
C -2.993 0.264 2.081
N -1.546 0.339 1.926
C -0.778 1.386 1.648
S 0.864 1.091 1.231
N -1.218 2.646 1.661
C -2.232 3.243 2.528
C -1.722 3.539 3.939
C -0.800 4.751 4.079
C 0.570 4.625 3.415
H -1.996 -2.722 4.764
H -1.257 -1.143 4.512
H -1.724 -2.148 3.135
H -3.761 -1.131 5.181
H -4.107 -1.842 3.625
H -2.867 0.897 4.134
H -4.496 0.563 3.573
H -3.434 1.102 1.535
H -3.307 -0.641 1.554
H -1.041 -0.534 1.895
H -0.510 3.284 1.333
H -3.100 2.588 2.574
H -2.561 4.160 2.034
H -1.221 2.644 4.325
H -2.601 3.697 4.571
H -0.658 4.935 5.146
H -1.316 5.634 3.692
H 1.007 3.639 3.580
H 1.260 5.367 3.816
H 0.533 4.795 2.338
```

Output
2S+1 = 6
HOMO level (spin up / spin down) = -7.16 / -10.09 eV
Max |F| = 0.6 eV/Å
Gap between HOMO and LUMO (spin up / spin down) = 4.44 / 5.84 eV
Net charge = +1
LUMO (spin up / spin down) = -2.73 / -4.25 eV
Energy = -131153.6997 eV

Atomic partial charges in e from the Löwdin method, atoms 1 to 6: 1.46, 1.04, -0.40, -0.22, -0.32, -0.56